ORCA calculation (ωB97M-V/def2-TZVPD) on C3H5NO5 in the gas phase in a non-equilibrium geometry.

Results
LUMO: -0.41 eV
Multiplicity: 1

Atoms and positions in Å:
1 C -2.091 -0.901 -0.148
2 C -1.352 0.186 0.622
3 C -0.185 0.714 -0.199
4 O 0.957 0.028 0.113
5 O 1.952 0.502 -0.813
6 N 3.356 0.206 -0.087
7 O 3.260 -0.232 1.022
8 O 4.246 0.517 -0.849
9 O -0.266 1.604 -1.020
10 H -2.979 -1.239 0.398
11 H -2.408 -0.509 -1.123
12 H -1.419 -1.754 -0.296
13 H -2.030 1.039 0.758
14 H -1.040 -0.161 1.622

Atom charges from the Löwdin analysis, given in e for atoms 1 to 2:
1. C -0.089
2. C -0.156